(1)
87
Properties=species:S:1:pos:R:3:mulliken_charge:R:1 method="wB97M-V/def2-TZVPD" homo_ev=-8.482 smiles=COCCNCCOC.COCCNCCOC.OCCO.OCCO.OCCO.CCO gap_ev=8.22 lumo_ev=-0.3 multiplicity=1
O -4.5407 0.2723 1.4385 -0.55
O 0.1403 -0.8497 3.0195 -0.36
O -3.0157 -1.5657 -1.2105 -0.39
O -0.5007 1.6483 7.8235 -0.34
O -0.3927 2.9323 -0.1485 -0.39
O 3.2733 -1.8787 -4.7865 -0.66
O 1.9863 1.1583 -3.8965 -0.48
O -0.9257 -1.8977 0.6935 -0.61
O 5.5443 -2.3667 -0.1455 -0.58
O 2.9473 0.2013 -0.6575 -0.20
O -1.8227 -0.8277 -6.0305 -0.37
N -1.8227 1.9603 4.5205 -0.30
N -0.7277 1.2833 -3.4395 -0.47
C -1.1927 -0.0097 -3.9455 0.73
C -0.5237 1.2253 -2.0005 0.81
C 1.5863 -0.9607 2.8305 -1.17
C -1.4627 0.7833 3.7185 -0.54
C 4.1843 -1.8007 -0.3065 0.10
C 4.1873 -0.3617 -0.6075 -0.73
C 2.1983 0.1633 -4.7445 -0.73
C 0.4583 2.2073 0.6965 -0.25
C -0.8567 2.1773 6.7435 -0.55
C -0.2627 2.6283 -1.4895 -1.16
C -2.0237 1.7763 5.9065 -0.72
C 0.2433 -1.8487 -0.1715 0.69
C -0.1147 0.1043 4.0455 -0.46
C -0.9357 -1.8677 -6.4125 -0.79
C -4.0047 -0.9747 -0.4805 -0.80
C -3.6047 -0.0087 0.4825 0.41
C -1.4597 0.1243 -5.4005 -0.73
C 0.0173 -2.2237 -1.5805 -0.89
C -1.4767 1.3453 8.7165 -0.72
C 2.4313 -1.0757 -4.0745 1.14
H -3.3517 0.8823 0.0465 0.34
H 4.7173 0.2203 0.0975 0.43
H -0.7667 -2.9587 -1.7015 0.51
H 1.6033 -1.7317 -3.9545 -0.02
H -0.6437 -1.6287 1.5575 0.44
H 2.8603 1.4733 -3.6435 0.33
H -5.2497 0.7403 1.0745 0.35
H 0.7153 0.8463 3.9335 0.40
H 4.1823 -1.5687 -4.8365 0.34
H 0.3933 2.5743 1.7805 0.23
H -2.8227 2.4353 6.1175 0.44
H 0.0943 2.0663 6.1095 0.25
H 3.0203 0.3383 -5.3485 0.88
H 0.0743 -1.7007 -6.5045 0.30
H -0.4537 -1.3407 -1.9765 -0.29
H 2.9783 -1.1817 -3.1195 -0.70
H -4.8467 -0.6997 -1.0795 0.45
H 0.4423 1.1133 0.6515 -0.15
H 4.7773 -0.2257 -1.5065 0.42
H -2.6957 2.0693 4.0395 0.32
H -1.0377 0.8423 9.5665 0.28
H 3.0943 1.0073 -1.1595 0.10
H -2.4737 -1.8347 -0.4825 0.20
H 0.6713 2.9993 -1.9105 0.40
H -2.6637 -0.3497 0.8595 -0.24
H 3.7293 -2.4657 -0.9915 0.12
H 2.1583 -0.8867 3.7205 0.56
H 0.3233 0.5053 -1.7125 -0.21
H -2.2887 0.1163 3.8555 0.43
H 1.8343 -0.2477 2.1585 0.49
H -4.4217 -1.8407 0.1205 0.32
H -0.3607 -0.7417 -3.8925 -0.60
H -1.0367 -2.5637 -5.5845 0.29
H 1.7643 -1.9797 2.3965 0.21
H -2.2897 0.8043 -5.5765 0.30
H 1.4253 0.0043 -5.4475 -0.24
H -2.0177 -0.4727 -3.3505 0.23
H -0.0977 -0.3257 5.1285 0.16
H -0.9307 3.1843 6.9785 0.52
H 1.4703 2.5243 0.4275 0.39
H 0.3343 1.4053 -3.5705 0.54
H -2.1167 2.2513 8.9665 0.29
H 3.7003 -1.9277 0.6935 0.03
H -2.3827 0.8023 6.2395 0.40
H -2.1187 0.5273 8.3245 0.29
H 0.8663 -2.6387 -2.1425 0.36
H 1.0473 -2.4777 0.2045 0.36
H -1.3627 1.0213 2.7385 -0.10
H 6.1973 -1.9177 -0.7095 0.31
H -0.9847 3.2953 -2.0065 0.29
H -1.2647 -2.4137 -7.2735 0.32
H -0.6257 0.6243 -5.9185 0.36
H -1.4517 0.8563 -1.4935 0.07
H 0.7553 -0.8857 0.0035 -0.49

=====

(2)
89
Properties=species:S:1:pos:R:3:mulliken_charge:R:1 method="wB97M-V/def2-TZVPD" homo_ev=-9.655 smiles="O=C1OCCO1.O=C1OCCO1.CCO.CCO.CCO.CCO.CCO.CCO.CCO.O.O" gap_ev=9.41 lumo_ev=-0.2 multiplicity=1
O 0.9861 -1.0380 0.9308 -0.35
O 1.9259 -3.7716 -2.2210 -0.59
O -2.1756 -4.6955 2.3203 -0.37
O -3.4873 -4.0131 0.8487 -0.39
O 1.2480 2.5592 4.1920 -0.41
O -0.5330 -0.5018 2.5465 -0.55
O -0.7338 0.2873 0.4673 -0.22
O 0.3159 1.4065 -3.5108 -0.29
O 1.2658 6.3841 -0.9392 -0.52
O -3.1715 4.6619 -2.7543 -0.51
O 1.0478 -1.7255 -3.8227 -0.58
O 5.2214 -2.5425 2.0261 -0.54
O -3.5951 -6.1968 1.1776 -0.63
O -3.5050 -0.8617 -3.0516 -0.54
O -1.4803 2.6701 3.2108 -0.66
C -0.0989 -0.4390 1.3782 0.43
C 1.1121 4.3593 0.1971 -0.82
C 4.6304 -0.9936 3.7965 -0.96
C -0.0416 0.2857 -0.7439 0.56
C 1.2751 2.3182 -3.9792 -0.14
C -4.1559 -3.0552 -2.1706 -1.02
C 1.8134 5.7255 0.1932 -0.45
C 0.5484 0.6068 5.2752 -0.85
C 1.4796 -4.1337 -0.9343 -0.41
C 1.0480 -0.7919 -0.4360 0.42
C -3.6368 3.5137 -2.0272 -0.55
C -0.0217 -4.2109 -1.0278 -0.21
C 1.2952 1.9003 5.4539 -0.32
C -2.8102 -2.9024 1.3440 0.21
C -3.0407 -2.1439 -2.7081 0.09
C -3.0798 -5.0838 1.4494 0.68
C 2.6238 1.5983 -4.0607 -1.12
C 4.7690 -1.2261 2.3068 0.25
C -2.1560 -3.3774 2.6217 -0.07
C -2.5075 2.6698 -1.5365 -0.39
H 2.6905 0.7993 -4.7991 0.27
H -4.0933 3.8401 -1.0927 0.32
H 0.6001 -0.9655 -4.1946 0.23
H -2.1661 2.0332 -2.3527 -0.05
H 0.8938 -2.4278 -4.4546 0.28
H 3.6319 -1.2223 4.1689 0.17
H 1.4146 5.7035 -1.5996 0.29
H 1.7093 -5.1204 -0.5321 0.41
H -1.1402 -2.9840 2.6611 0.13
H -2.6764 -3.0150 3.5082 0.32
H -4.7110 -2.6485 -1.3252 0.29
H -0.4272 1.7357 -4.0218 0.23
H -2.6765 1.9470 -0.7383 0.29
H 0.8851 2.7850 -4.8837 0.49
H 2.8946 5.6363 0.0867 0.26
H -1.3578 2.4449 2.2886 0.26
H -4.0011 5.1449 -2.7618 0.31
H 1.8104 -3.3862 -0.2133 0.13
H 1.9728 -0.2624 -0.6650 0.49
H -0.7053 0.0462 -1.5747 -0.01
H 0.5540 1.1617 -1.0008 -0.25
H -2.1615 -2.6310 0.5111 -0.34
H 0.8051 -1.6265 -1.0938 -0.61
H 5.3571 -2.5438 1.0757 0.30
H 1.3641 4.0408 1.2086 0.22
H -3.2161 -0.7180 -3.9557 0.29
H 5.4305 -0.5199 1.8050 0.36
H -1.6056 3.1139 -1.1152 0.19
H 0.8269 2.4253 6.2864 0.24
H -3.5260 -3.8414 -1.7545 0.23
H 0.0241 4.4199 0.2226 0.23
H 2.3016 1.6137 5.7592 0.34
H -0.4420 -3.9458 -0.0577 -0.08
H 4.7921 0.0788 3.9062 0.28
H -2.2308 -2.5880 -3.2868 0.41
H -0.4695 0.7203 4.9023 0.31
H -2.4558 -1.6404 -1.9384 -0.07
H 1.1769 -0.1420 4.7932 0.03
H 1.3472 3.1274 -3.2525 -0.05
H 3.3108 2.3889 -4.3626 0.42
H 5.3218 -1.4226 4.5218 0.38
H 1.5807 -2.8997 -2.4267 0.35
H 1.5140 3.6648 -0.5406 0.38
H -0.3108 -5.2589 -1.1066 0.49
H 1.5358 6.3410 1.0488 0.36
H -0.4253 -3.6931 -1.8980 0.04
H -3.4086 -2.0302 1.6072 0.45
H 0.3231 2.5761 3.9352 0.29
H -4.4605 2.9529 -2.4688 0.36
H 3.8326 -1.0388 1.7814 -0.18
H -2.4230 2.5878 3.3548 0.29
H 3.0999 1.4112 -3.0982 0.25
H 0.4707 0.1372 6.2558 0.42
H -4.7570 -3.5483 -2.9346 0.35

=====

(3)
81
Properties=species:S:1:pos:R:3:mulliken_charge:R:1 method="wB97M-V/def2-TZVPD" homo_ev=-9.848 smiles=CC(C)O.CC(C)O.CC(C)O.CC(C)O.CC(C)O.CC(C)O.CCO gap_ev=10.19 lumo_ev=0.3 multiplicity=1
O 16.3739 23.8736 -7.9733 -0.46
O 18.8400 23.9039 -5.5371 -0.49
O 17.5244 30.0656 -9.5881 -0.60
O 14.5718 29.5840 -10.0597 -0.47
O 22.3782 22.9802 -9.4598 -0.58
O 14.9025 18.5558 -7.0890 -0.56
O 9.6627 22.9598 -9.4975 -0.55
C 16.3523 24.3311 -9.3347 1.80
C 20.4619 22.0723 -10.5138 -1.26
C 17.6722 23.9982 -9.9549 -1.57
C 17.6471 27.9529 -8.4930 -1.18
C 10.6530 23.2255 -8.5052 0.14
C 13.7400 28.0938 -8.4136 -1.02
C 13.5202 28.6441 -9.8127 0.42
C 18.1406 26.0855 -4.8101 -1.15
C 14.3042 19.8360 -8.9937 -1.54
C 13.4385 27.5869 -10.9220 -0.98
C 18.3341 29.3099 -8.6719 0.62
C 19.0179 24.8553 -4.4985 0.64
C 15.1952 23.6776 -10.1191 -1.64
C 20.4947 25.1606 -4.3650 -1.34
C 13.8989 18.5987 -8.1728 0.56
C 21.3673 21.9883 -9.2897 0.68
C 22.0456 20.6286 -9.2377 -1.30
C 12.5823 18.8880 -7.4541 -1.26
C 10.4190 24.6255 -7.9228 -0.97
C 19.6952 29.1787 -9.3334 -1.49
H 15.6626 19.0520 -7.3971 0.29
H 20.8611 25.5356 -5.3253 0.31
H 14.4735 27.2893 -8.3851 -0.05
H 18.6178 24.4429 -3.5651 0.17
H 12.3618 18.0756 -6.7602 0.35
H 12.5557 29.1713 -9.7961 0.34
H 10.8391 25.2970 -8.6812 0.16
H 13.5258 20.0132 -9.7480 0.45
H 11.6807 18.8824 -8.0744 0.35
H 17.7430 22.9108 -10.0888 0.25
H 21.0229 24.2265 -4.1740 0.33
H 15.2703 23.9622 -11.1710 0.40
H 18.4795 26.5004 -5.7591 0.10
H 10.5069 22.5084 -7.6898 0.19
H 16.1205 25.3958 -9.2398 -0.77
H 22.4684 20.3164 -10.1903 0.31
H 17.0912 25.8047 -4.7810 0.38
H 20.9268 21.6699 -11.4164 0.44
H 16.9021 27.7956 -9.2765 0.37
H 12.6796 19.8776 -7.0188 0.28
H 13.4327 28.0720 -11.8968 0.37
H 12.7657 27.7402 -8.0574 0.44
H 20.2745 23.1183 -10.7667 0.27
H 9.3567 24.8648 -7.8714 0.35
H 14.0470 17.6209 -8.6201 0.28
H 17.9183 23.8110 -5.7934 0.26
H 21.3206 19.8566 -8.9502 0.35
H 16.6570 30.1156 -9.1652 0.29
H 22.7957 23.1847 -8.6195 0.34
H 18.4240 29.8079 -7.7050 0.18
H 15.4557 22.6149 -10.1625 0.34
H 16.9932 27.9311 -7.6092 0.34
H 18.3248 26.8512 -4.0500 0.42
H 14.3565 20.7374 -8.3896 0.35
H 12.5250 27.0039 -10.7934 0.31
H 11.5924 23.1254 -9.0393 0.07
H 10.9007 24.8934 -6.9842 0.32
H 22.8072 20.6038 -8.4556 0.34
H 20.7474 25.9088 -3.6183 0.38
H 14.2910 26.9073 -10.8656 0.08
H 19.5003 21.5757 -10.4044 0.30
H 19.5830 29.0478 -10.4093 0.37
H 18.5135 24.1010 -9.2651 0.42
H 20.4233 28.4585 -8.9612 0.37
H 15.4918 23.6045 -7.7027 0.26
H 18.3022 27.0863 -8.4091 0.31
H 20.7806 22.1217 -8.3791 0.14
H 20.2153 30.1332 -9.1792 0.36
H 13.9738 28.9131 -7.7363 0.34
H 14.2870 30.1742 -10.7667 0.27
H 15.1978 19.6911 -9.6048 0.45
H 8.7976 23.2447 -9.1936 0.29
H 17.8630 24.4246 -10.9365 0.44
H 14.1949 23.8449 -9.7286 0.50